Computed, not measured: a 13-piece molecular cluster, C67H163N17O19 overall, with the ωB97M-V functional and the def2-TZVPD basis.

```
266
Properties=species:S:1:pos:R:3:forces:R:3:lowdin_spin:R:1
C -7.294 -13.917 16.347 -0.173 0.503 -0.377 0.0000
O -6.674 -12.616 16.415 -0.239 -1.293 0.054 0.0000
C -7.637 -11.656 16.819 0.531 -0.478 0.262 0.0000
C -7.013 -10.297 16.742 -0.569 0.741 -0.856 0.0000
N -6.589 -10.073 15.337 0.383 0.291 1.382 0.0000
C -5.601 -8.988 15.284 0.087 -0.753 -1.707 0.0000
C -5.251 -8.736 13.794 -0.648 1.054 0.051 0.0000
O -4.258 -7.742 13.628 1.305 -0.433 -0.151 0.0000
C -4.632 -6.390 13.600 -1.265 -0.512 0.064 0.0000
H -7.907 -14.200 17.202 0.388 0.348 0.724 0.0000
H -6.551 -14.698 16.187 0.061 0.345 -0.126 0.0000
H -8.049 -13.908 15.560 0.222 -0.100 -0.570 0.0000
H -7.899 -11.945 17.836 -0.591 0.391 0.140 0.0000
H -8.478 -11.695 16.126 -0.356 -0.027 0.117 0.0000
H -6.255 -10.122 17.506 0.571 -0.374 -0.100 0.0000
H -7.764 -9.536 16.954 -0.333 -0.028 0.126 0.0000
H -6.141 -10.943 15.085 0.246 -0.108 -0.365 0.0000
H -4.659 -9.248 15.768 0.068 0.133 0.463 0.0000
H -6.045 -8.095 15.723 0.121 0.091 0.051 0.0000
H -6.155 -8.450 13.256 -0.374 0.266 0.052 0.0000
H -4.925 -9.611 13.231 0.353 -0.273 0.560 0.0000
H -5.292 -6.192 12.755 -0.052 0.074 -0.408 0.0000
H -3.773 -5.724 13.515 0.090 -0.317 0.263 0.0000
H -5.249 -6.182 14.474 0.289 0.380 0.254 0.0000
C 2.441 0.042 13.083 -0.113 0.397 -0.661 0.0000
O 3.192 0.192 14.236 0.337 0.885 0.247 0.0000
C 2.694 1.183 15.130 -0.734 0.088 0.953 0.0000
C 3.760 1.329 16.171 0.853 0.586 1.229 0.0000
N 5.045 1.693 15.596 0.126 0.869 -1.182 0.0000
C 5.137 3.068 15.010 -0.761 1.294 1.128 0.0000
C 4.845 4.285 16.019 0.567 -2.063 0.218 0.0000
O 3.478 4.668 16.090 0.473 -1.942 -3.025 0.0000
C 3.226 5.581 17.087 0.935 -0.086 -0.245 0.0000
H 2.382 0.991 12.551 -0.081 0.223 -0.195 0.0000
H 1.422 -0.256 13.328 -0.098 -0.412 -0.177 0.0000
H 2.986 -0.650 12.440 -0.384 -0.248 0.021 0.0000
H 1.754 0.841 15.565 -0.075 -0.280 0.181 0.0000
H 2.454 2.163 14.719 0.367 -0.017 -0.910 0.0000
H 3.899 0.390 16.708 -0.072 0.010 -0.094 0.0000
H 3.630 2.090 16.940 -1.035 -0.045 -0.013 0.0000
H 5.034 1.115 14.767 0.922 -0.393 -0.227 0.0000
H 4.471 3.286 14.176 -0.411 -0.372 -0.267 0.0000
H 6.136 3.149 14.581 0.105 0.179 0.337 0.0000
H 5.552 5.103 15.882 -0.328 0.504 -0.694 0.0000
H 5.151 3.928 17.003 -0.058 -0.302 0.477 0.0000
H 2.185 5.887 16.985 0.153 0.026 0.619 0.0000
H 3.932 6.380 16.860 -0.196 0.814 0.831 0.0000
H 3.529 5.005 17.961 -0.515 0.906 1.115 0.0000
C -0.278 10.701 19.482 0.180 -0.225 0.669 0.0000
O -0.509 9.324 19.669 0.427 -1.562 -2.118 0.0000
C -0.070 8.465 18.531 -0.236 -0.938 1.830 0.0000
C -0.773 7.085 18.695 0.027 2.122 -1.903 0.0000
N -0.225 6.125 17.705 0.937 -0.238 2.035 0.0000
C -0.602 4.805 18.169 -0.650 -0.752 -1.879 0.0000
C -0.254 3.745 17.146 0.740 -0.158 -1.833 0.0000
O -0.866 4.058 15.836 1.005 -0.451 0.483 0.0000
C -0.084 3.792 14.623 -1.593 1.260 0.376 0.0000
H -0.995 11.150 18.794 0.125 0.054 -0.265 0.0000
H 0.761 10.878 19.204 0.017 0.200 -0.339 0.0000
H -0.418 11.141 20.469 -0.084 0.170 -0.058 0.0000
H 0.991 8.220 18.574 0.316 0.658 0.202 0.0000
H -0.297 8.808 17.521 -0.198 0.721 0.175 0.0000
H -1.795 7.375 18.451 -0.633 -0.664 0.380 0.0000
H -0.704 6.759 19.733 0.170 -0.302 -0.289 0.0000
H -0.531 6.155 16.743 -0.434 0.763 0.085 0.0000
H -1.692 4.806 18.126 -0.519 -0.419 1.055 0.0000
H -0.170 4.504 19.123 -0.188 0.309 0.081 0.0000
H -0.566 2.743 17.441 -0.111 0.060 0.210 0.0000
H 0.815 3.724 16.931 0.290 -0.056 0.375 0.0000
H -0.197 2.804 14.177 0.114 -0.380 0.629 0.0000
H 0.958 4.114 14.621 0.079 -0.090 0.593 0.0000
H -0.632 4.457 13.956 0.326 0.013 -0.481 0.0000
C 0.080 -5.926 13.435 0.533 -0.193 1.783 0.0000
O 0.811 -5.918 14.712 -0.088 -2.390 -1.442 0.0000
C 1.133 -4.715 15.268 -0.795 2.637 0.435 0.0000
C 0.022 -4.213 16.238 -0.648 1.436 -2.144 0.0000
N -0.395 -5.242 17.114 0.265 0.352 2.031 0.0000
C 0.591 -5.320 18.234 -1.046 -1.747 0.385 0.0000
C 0.016 -6.266 19.356 -0.545 0.135 -1.876 0.0000
O 0.962 -6.942 20.137 0.288 1.566 -0.041 0.0000
C 1.501 -6.081 21.146 -0.200 -0.833 0.696 0.0000
H 0.554 -5.234 12.738 -0.477 0.407 0.102 0.0000
H -0.960 -5.787 13.731 -0.160 0.648 -0.738 0.0000
H 0.129 -6.912 12.973 0.343 -0.124 0.426 0.0000
H 1.251 -3.968 14.483 0.237 0.339 -0.105 0.0000
H 2.058 -4.734 15.845 0.187 -0.560 -0.186 0.0000
H -0.869 -3.866 15.714 -0.249 -0.606 -1.119 0.0000
H 0.193 -3.212 16.636 1.058 -0.339 0.983 0.0000
H -0.332 -6.048 16.509 -0.082 -0.760 0.395 0.0000
H 0.737 -4.314 18.627 0.188 -0.095 -0.113 0.0000
H 1.516 -5.768 17.872 0.355 0.214 0.194 0.0000
H -0.613 -7.035 18.909 0.402 -0.347 -0.574 0.0000
H -0.779 -5.693 19.834 0.366 0.352 1.206 0.0000
H 2.304 -6.655 21.610 -0.264 -0.010 0.313 0.0000
H 0.664 -5.884 21.817 0.187 -0.007 0.594 0.0000
H 1.930 -5.103 20.931 -0.111 0.033 -1.147 0.0000
C -4.075 0.839 10.323 -0.530 0.252 -1.401 0.0000
O -5.313 0.416 9.733 0.178 -0.199 0.841 0.0000
C -6.089 -0.366 10.620 0.652 0.212 0.284 0.0000
C -7.350 -0.845 9.953 0.591 0.744 -0.328 0.0000
N -8.144 0.296 9.471 -0.195 -0.151 0.917 0.0003
C -9.521 -0.071 9.348 -1.251 1.521 -0.938 0.0000
C -10.380 1.194 9.033 -0.113 -1.633 -1.074 0.0004
O -10.464 2.054 10.154 0.082 1.090 0.554 0.0027
C -10.755 3.426 9.819 -0.445 -0.693 -0.951 0.0004
H -3.461 -0.009 10.627 -0.017 -0.061 0.046 0.0000
H -4.175 1.571 11.124 -0.383 -0.180 0.392 0.0000
H -3.636 1.379 9.484 0.562 -0.084 0.170 0.0000
H -6.275 0.193 11.537 -0.650 0.638 0.131 0.0000
H -5.514 -1.174 11.074 0.286 -0.635 -0.571 0.0000
H -7.836 -1.495 10.681 -0.509 -0.067 0.081 0.0000
H -7.123 -1.429 9.060 0.101 -0.205 0.116 0.0000
H -8.266 0.962 10.220 1.204 0.483 0.368 0.0001
H -9.934 -0.414 10.297 -0.168 -0.791 0.085 0.0000
H -9.637 -0.773 8.523 -0.343 -0.218 0.203 0.0000
H -11.363 0.830 8.734 -0.515 -0.005 0.542 0.0001
H -10.082 1.683 8.106 0.806 0.465 0.288 0.0000
H -11.601 3.479 9.134 -0.173 -0.183 -0.081 0.0002
H -9.918 3.860 9.273 0.200 0.226 0.339 0.0000
H -11.084 3.992 10.690 0.477 -0.160 0.259 0.0003
C -4.144 -3.993 10.350 -0.037 1.152 -0.445 0.0000
O -3.591 -2.808 9.672 -0.732 -2.135 0.123 0.0000
C -4.281 -2.618 8.440 1.888 2.849 -0.920 0.0000
C -3.436 -1.500 7.693 -0.577 -0.868 -0.812 0.0000
N -2.111 -1.951 7.208 -1.752 0.061 0.815 0.0000
C -1.220 -0.821 7.126 1.505 -1.220 0.534 0.0000
C -0.732 -0.229 8.463 -0.402 0.621 -0.295 0.0000
O 0.592 0.227 8.253 0.043 0.290 0.613 0.0000
C 1.286 0.573 9.453 0.231 0.144 -1.015 0.0000
H -5.036 -3.636 10.863 -0.083 -0.343 0.320 0.0000
H -3.444 -4.459 11.044 0.183 0.524 0.012 0.0000
H -4.431 -4.763 9.634 0.032 0.063 -0.205 0.0000
H -5.264 -2.158 8.540 -0.216 -0.305 0.453 0.0000
H -4.355 -3.491 7.790 0.205 -0.335 0.264 0.0000
H -3.352 -0.565 8.246 -0.153 -0.318 0.689 0.0000
H -3.969 -1.188 6.795 -0.464 -0.141 -0.110 0.0000
H -1.801 -2.613 7.905 0.558 -0.062 0.054 0.0000
H -1.619 -0.054 6.462 0.033 -0.063 0.016 0.0000
H -0.313 -1.261 6.711 0.200 0.502 -0.481 0.0000
H -0.780 -0.892 9.328 0.038 -0.713 -0.155 0.0000
H -1.398 0.589 8.736 0.091 0.545 0.188 0.0000
H 0.677 1.124 10.170 -0.256 -0.166 0.103 0.0000
H 2.097 1.236 9.150 0.017 0.025 -0.006 0.0000
H 1.755 -0.311 9.885 -0.236 -0.154 0.320 0.0000
C -8.121 5.290 12.040 -0.806 -0.976 -0.079 0.0191
C -8.176 4.529 13.417 0.698 2.360 0.080 0.0504
C -8.443 5.579 14.575 -2.027 -0.553 0.102 0.0006
C -8.973 4.925 15.846 -0.188 -1.151 -0.317 -0.0001
C -10.264 4.201 15.458 -0.247 1.196 -0.509 0.0026
C -10.017 2.997 14.497 -2.061 1.517 1.146 0.0522
N -9.260 3.477 13.345 2.530 -2.578 -0.526 0.6415
O -9.008 2.337 12.436 0.551 2.984 2.991 0.0899
C -9.253 1.961 15.339 0.060 -2.168 -1.383 0.0449
C -11.410 2.510 13.957 0.178 -0.969 0.037 0.0195
C -6.735 4.046 13.779 -0.415 -1.691 -2.194 0.0481
H -9.078 5.753 11.797 -0.041 0.368 0.428 -0.0001
H -7.999 4.603 11.203 0.442 -0.311 0.145 -0.0001
H -7.326 6.032 11.971 -0.052 -0.115 0.431 0.0013
H -7.589 6.201 14.840 0.088 -0.173 -0.737 -0.0002
H -9.305 6.185 14.296 0.372 0.612 -0.471 0.0007
H -9.228 5.672 16.598 0.440 -0.080 0.082 0.0002
H -8.248 4.187 16.187 0.096 0.243 0.636 0.0001
H -10.860 4.995 15.010 -0.200 -0.090 -0.816 0.0003
H -10.948 3.984 16.279 0.555 -0.927 0.242 -0.0004
H -9.613 1.810 16.357 0.057 0.841 0.027 0.0051
H -9.473 0.996 14.882 -0.046 -0.228 -0.177 0.0017
H -8.165 1.960 15.260 -0.092 0.620 0.363 -0.0005
H -11.420 1.527 13.488 0.727 -0.139 -0.029 -0.0001
H -12.114 2.357 14.775 0.126 0.513 0.212 0.0022
H -11.872 3.133 13.191 0.209 0.577 0.330 -0.0002
H -6.083 4.908 13.922 -0.390 -0.137 0.910 0.0044
H -6.304 3.637 12.865 -0.029 -0.445 -0.131 0.0011
H -6.760 3.198 14.463 0.487 0.679 0.513 -0.0002
H -9.592 2.468 11.685 -0.876 -0.229 -1.421 0.0102
C -9.745 -3.296 21.390 -0.209 -0.746 0.358 0.0000
C -9.498 -2.274 20.256 -1.277 -0.267 0.923 0.0000
C -10.403 -1.062 20.507 0.440 0.879 0.980 0.0000
C -10.171 0.177 19.662 1.294 0.270 -0.676 0.0000
C -8.656 0.604 19.800 -1.927 -1.427 0.385 0.0000
C -7.707 -0.620 19.541 -0.100 0.388 -0.432 0.0000
N -8.113 -1.817 20.359 -2.366 4.368 1.355 0.0000
O -7.236 -2.802 20.270 1.781 -1.896 -0.776 0.0000
C -7.694 -1.011 17.998 0.767 0.284 0.273 0.0001
C -6.242 -0.190 19.952 -1.406 -1.086 -0.764 0.0000
C -9.885 -2.997 18.959 -0.147 0.716 0.548 0.0000
H -9.252 -4.231 21.126 0.455 0.060 0.305 0.0000
H -10.769 -3.635 21.547 -0.545 0.431 -0.872 0.0000
H -9.537 -3.016 22.423 0.921 0.459 -0.245 0.0000
H -11.456 -1.280 20.686 -0.035 -0.472 -0.610 0.0000
H -10.089 -0.699 21.486 0.056 -0.152 0.451 0.0000
H -10.767 1.011 20.034 -0.195 -0.081 -0.003 0.0000
H -10.387 0.080 18.598 -0.289 -0.307 -0.154 0.0000
H -8.653 0.951 20.833 0.862 -0.164 0.186 0.0000
H -8.506 1.492 19.187 0.586 -0.286 -0.316 0.0000
H -6.947 -1.782 17.809 0.534 -0.076 0.162 0.0000
H -8.542 -1.451 17.473 -0.522 0.583 0.607 0.0000
H -7.321 -0.167 17.419 -0.138 0.104 0.029 0.0001
H -5.613 -1.016 19.622 0.487 0.292 0.173 0.0000
H -5.986 0.721 19.411 0.112 -0.028 0.110 0.0000
H -6.174 -0.063 21.033 -0.034 0.072 -0.103 0.0000
H -10.230 -2.228 18.267 0.184 -0.470 -0.469 0.0000
H -10.729 -3.640 19.210 0.154 -0.188 -0.342 0.0000
H -9.018 -3.569 18.630 -0.308 -0.182 -0.476 0.0000
H -7.191 -2.891 19.315 0.851 -1.087 -0.623 0.0000
C -1.556 0.224 13.175 -0.462 0.466 0.657 0.0000
C -2.182 -0.762 14.195 1.725 -2.343 -1.147 0.0000
C -1.223 -0.907 15.435 -0.776 0.509 -0.239 0.0000
C -1.316 0.288 16.346 -2.115 1.232 0.346 0.0000
C -2.866 0.578 16.705 0.877 -2.048 0.103 0.0000
C -3.792 0.703 15.445 0.757 1.194 0.210 0.0000
N -3.537 -0.476 14.634 0.678 -0.400 1.661 0.0001
O -4.498 -0.594 13.647 -0.048 0.414 -1.179 0.0000
C -5.261 0.746 15.880 -0.128 -1.052 0.961 0.0000
C -3.492 2.038 14.768 0.394 2.206 -1.162 0.0004
C -2.143 -2.183 13.430 0.245 0.900 0.571 0.0000
H -1.325 1.147 13.706 -0.319 0.252 -0.368 0.0000
H -2.288 0.353 12.378 0.135 0.408 0.011 0.0000
H -0.601 -0.047 12.724 -0.150 -0.724 0.104 0.0000
H -1.441 -1.774 16.059 -0.338 -0.254 -0.303 0.0000
H -0.181 -0.995 15.126 0.014 -0.205 -0.364 0.0000
H -0.936 1.184 15.854 0.229 0.069 -0.007 0.0000
H -0.724 0.115 17.244 -0.157 0.184 0.039 0.0000
H -3.023 1.216 17.574 0.124 1.240 -0.719 0.0000
H -3.211 -0.321 17.216 0.015 -0.702 -0.252 0.0000
H -6.082 0.739 15.163 0.547 0.578 -0.756 0.0000
H -5.500 -0.180 16.404 0.352 -0.133 0.379 0.0000
H -5.378 1.562 16.593 -0.118 0.093 0.001 0.0000
H -3.495 2.189 13.688 -0.784 -1.202 -0.520 0.0000
H -4.166 2.839 15.071 -0.293 -0.094 0.506 0.0003
H -2.525 2.530 14.874 0.398 -0.582 1.097 0.0000
H -2.738 -2.977 13.881 -0.158 0.155 0.245 0.0000
H -1.102 -2.506 13.443 0.134 -0.044 0.143 0.0000
H -2.395 -2.144 12.371 -0.351 0.364 0.017 0.0000
H -4.773 -1.506 13.770 -0.549 -0.665 -0.207 0.0000
C 2.739 -1.949 16.893 1.106 -1.117 -0.377 0.0000
O 1.908 -1.107 17.070 -2.755 2.303 0.912 0.0000
N 3.421 -2.036 15.790 1.734 -0.148 -3.642 0.0000
N 3.083 -2.886 17.737 -0.197 -2.028 3.198 0.0000
H 3.961 -2.860 15.572 -0.069 0.429 -0.007 0.0000
H 3.286 -1.301 15.110 0.217 -0.143 -0.251 0.0000
H 2.605 -2.803 18.623 0.083 -0.305 0.474 0.0000
H 3.874 -3.506 17.639 -0.260 0.432 -0.046 0.0000
C 0.369 -1.918 20.296 2.503 -1.706 0.521 0.0000
O 1.468 -2.298 20.019 5.100 -2.803 1.396 0.0000
N -0.133 -1.215 19.389 -4.908 4.096 -4.737 0.0000
N -0.293 -2.214 21.376 -1.990 -0.386 2.874 0.0000
H 0.453 -1.249 18.567 0.124 0.368 -0.332 0.0000
H -1.113 -1.375 19.205 -0.461 0.438 -0.111 0.0000
H -1.057 -1.577 21.550 0.008 -0.334 0.526 0.0000
H 0.238 -2.587 22.150 -0.223 0.143 -0.116 0.0000
C -5.645 -3.800 15.133 1.575 1.510 -0.523 0.0000
O -5.516 -3.280 14.030 -0.382 -0.005 -0.597 0.0000
N -4.687 -3.756 16.066 0.018 -0.550 1.233 0.0000
N -6.735 -4.438 15.543 -2.777 -1.212 -0.002 0.0000
H -3.839 -3.211 16.008 -0.289 0.049 -0.061 0.0000
H -4.973 -4.233 16.909 1.074 0.370 0.199 0.0000
H -6.942 -4.753 16.480 0.443 0.155 -0.226 0.0000
H -7.481 -4.595 14.880 0.269 0.171 0.019 0.0000
C -3.308 -3.355 19.279 0.232 3.285 0.999 0.0000
O -2.870 -2.260 18.934 0.105 0.507 -0.097 0.0000
N -4.060 -3.598 20.320 -2.607 1.279 3.942 0.0000
N -3.116 -4.466 18.713 1.594 -5.073 -4.300 0.0000
H -4.396 -4.533 20.501 -0.006 0.636 0.375 0.0000
H -4.309 -2.849 20.952 -0.185 -0.277 -0.157 0.0000
H -3.564 -5.280 19.112 0.704 -0.073 -0.587 0.0000
H -2.421 -4.565 17.988 0.302 -0.428 -0.175 0.0000
```
Positions in Å, forces in eV/Å.

The net charge is +1. As for the expectation value of S²: 0.75. As for the spin multiplicity: 2. The HOMO energy (alpha / beta) comes out at -9.68 / -9.68 eV. The calculated total energy comes out at -136335.3512 eV. The gap between HOMO and LUMO (alpha / beta) is 7.79 / 3.15 eV. The value obtained for the maximum force is 8.0 eV/A. The value obtained for the LUMO energy (alpha / beta) is -1.890 / -6.529 eV.